1.
ORCA calculation (ωB97M-V with the def2-TZVPD basis set) on C43H69N6O9S4 as an isolated structure.

Its charge is -1. For the energy, the calculation gives -4278.1758 a.u. The value obtained for the HOMO-LUMO gap is 6.85 eV. The calculation puts the HOMO energy at -5.014 eV. Its spin multiplicity is 1. The relative energy (zero: lowest compared OMol25 entry of this formula, charge and spin) is 69.1 kcal per mole.

```
131
C43H69N6O9S4 ωB97M-V with the def2-TZVPD basis set
C -0.81884 -0.09142 -1.28127
C 0.15168 -0.67672 -0.24383
C 1.18247 0.35507 0.25009
O -0.46987 -1.36012 0.80043
H -1.76219 -0.62889 -1.41738
H -0.33357 0.10405 -2.23897
H -1.23435 0.85556 -0.89906
H 0.71348 -1.46050 -0.78907
H 1.80404 0.77146 -0.54991
H 1.81639 -0.05612 1.03645
H 0.62944 1.21933 0.63301
C -5.84187 0.55053 -0.22379
C -4.48677 0.51120 -0.92634
C -4.71919 0.09684 -2.36909
S -6.14127 -1.02829 -2.31280
O -5.74250 -2.40213 -2.48494
O -7.20000 -0.43991 -3.11680
C -6.54299 -0.77728 -0.56540
H -6.43698 1.39465 -0.57238
H -5.69076 0.54774 0.85544
H -3.87571 -0.30547 -0.52825
H -3.87400 1.41065 -0.87806
H -3.98213 -0.52345 -2.87788
H -5.02600 0.94716 -2.97848
H -6.03890 -1.58851 -0.04102
H -7.62470 -0.73185 -0.49961
C 1.65242 3.25245 -4.30045
C 2.72173 2.47869 -5.12196
C 4.03945 2.66147 -4.37541
S 3.58084 2.50858 -2.59976
O 4.22747 3.56557 -1.85576
O 3.78935 1.11904 -2.19803
C 1.83806 2.82738 -2.83647
H 0.71358 2.88064 -4.70424
H 1.83069 4.32634 -4.33790
H 2.65245 2.91069 -6.12036
H 2.44033 1.42674 -5.18563
H 4.36773 3.69395 -4.51201
H 4.87564 2.01059 -4.61397
H 1.42949 3.53607 -2.12312
H 1.32108 1.87102 -2.73231
C 3.60185 2.29784 1.36632
C 3.36814 1.68738 2.74451
C 4.63047 0.92623 3.15006
S 6.03249 1.85863 2.41429
O 6.81134 0.89806 1.64648
O 6.66859 2.67850 3.44562
C 5.00209 2.93707 1.37800
H 2.85473 3.03752 1.07972
H 3.49586 1.48385 0.64283
H 2.49111 1.03931 2.73733
H 3.15497 2.47597 3.47356
H 4.59908 0.01367 2.55571
H 4.86373 0.83480 4.20486
H 5.55614 3.09592 0.45560
H 4.97477 3.88060 1.92233
C 2.70116 -2.97613 0.81660
C 3.73946 -2.04378 0.14266
C 3.19554 -1.69897 -1.24257
S 2.59269 -3.28234 -1.87950
O 3.76424 -3.94805 -2.43514
O 1.35803 -3.12906 -2.63615
C 2.23300 -4.01532 -0.19450
H 1.82159 -2.53641 1.28636
H 3.18517 -3.54221 1.61791
H 4.67411 -2.59406 0.11174
H 3.75861 -1.13473 0.74197
H 3.98135 -1.43433 -1.94565
H 2.36961 -0.99538 -1.29489
H 2.68734 -5.00567 -0.23655
H 1.16647 -4.23751 -0.13909
N -0.46198 3.64750 1.61257
C -0.86540 3.52526 0.31892
C -0.12402 4.44334 -0.42064
C 0.59700 5.22706 0.47468
C 0.37072 4.70742 1.73905
H -0.68966 3.04252 2.39187
H -1.48794 2.70726 0.00229
H -0.17938 4.63901 -1.48136
H 1.26760 6.05188 0.29366
H 0.84034 5.03193 2.65316
N -0.24243 -4.29149 0.29960
C 0.23515 -4.86891 -0.86590
C 0.12009 -6.22894 -0.75687
C -0.61565 -6.47581 0.42828
C -0.94352 -5.26490 0.97444
H -0.28741 -3.32446 0.61629
H 0.53850 -4.17613 -1.63854
H 0.47396 -6.94292 -1.48120
H -0.98286 -7.45542 0.69646
H -1.51375 -4.99910 1.85010
N -1.40012 0.77403 2.59197
C -2.46673 1.59944 2.83398
C -2.15558 2.33388 3.96156
C -0.88628 1.91674 4.42241
C -0.45449 0.93057 3.55406
H -1.23925 0.09438 1.83237
H -3.34145 1.47701 2.21600
H -2.82540 3.01517 4.46236
H -0.34179 2.18924 5.31141
H 0.43716 0.33095 3.50155
N -3.18508 -2.20629 0.79078
C -3.80434 -3.28831 0.23505
C -4.82937 -3.66510 1.03981
C -4.93316 -2.79797 2.12817
C -3.88349 -1.91038 1.95107
H -2.31569 -1.80473 0.43242
H -3.46420 -3.72809 -0.68966
H -5.51304 -4.49293 0.89535
H -5.65237 -3.00056 2.90202
H -3.48073 -1.08820 2.52842
N -2.78974 2.28373 -4.68710
C -2.39906 3.55775 -5.01261
C -1.39618 3.91979 -4.10978
C -1.13571 2.77034 -3.34700
C -1.96183 1.75971 -3.72292
H -3.57430 1.79928 -5.08280
H -3.06007 4.04926 -5.70906
H -0.92238 4.88536 -4.07759
H -0.36668 2.64788 -2.59604
H -2.00815 0.70560 -3.51275
N 0.55426 -2.30869 3.33088
C 1.73047 -2.18716 4.02006
C 1.64122 -2.96959 5.13504
C 0.35753 -3.54957 5.17078
C -0.27651 -3.15705 4.02243
H 0.34881 -1.89201 2.42108
H 2.54899 -1.63329 3.58753
H 2.41850 -3.11270 5.87240
H -0.05914 -4.13041 5.97609
H -1.23300 -3.44633 3.61928
```

***

2.
ORCA calculation (ωB97M-V with the def2-TZVPD basis set) on C43H72F2N4O15S5 as an isolated structure.

For the energy, the calculation gives -5219.8743 a.u. The value obtained for the HOMO-LUMO gap is 7.86 eV. The calculation puts the HOMO energy at -8.984 eV. Its spin multiplicity is 1.

```
141
C43H72F2N4O15S5 ωB97M-V with the def2-TZVPD basis set
C 11.24378 -3.50322 -1.59490
C 10.61878 -2.08016 -1.44736
C 9.09309 -2.14866 -1.15687
C 8.32491 -0.85705 -1.57708
C 7.21185 -0.41846 -0.58228
C 5.77631 -0.77366 -1.03805
C 4.68375 -0.34156 -0.01035
C 3.30998 -0.08957 -0.69063
C 2.35774 0.79321 0.15852
C 1.68008 0.05240 1.33848
C 0.52015 -0.90066 0.90094
C -0.89998 -0.24437 1.12089
C -1.49200 0.21366 -0.22943
C -2.25331 -0.60132 -1.03084
C -2.40974 -2.02849 -0.48717
C -3.58644 -2.18906 0.54678
C -3.97585 -3.68086 0.59647
O -5.10999 -4.07639 0.55059
N -2.86153 -4.62776 0.75699
C -2.85751 -5.60933 -0.28918
C -3.63847 -6.77759 -0.24826
C -3.61505 -7.72469 -1.27536
C -2.78025 -7.57928 -2.38989
C -1.97494 -6.42198 -2.43064
C -2.02538 -5.46868 -1.41901
C -2.84011 -0.15265 -2.33213
N -3.64353 -1.03729 -3.13905
C -4.52068 -1.95308 -2.36392
O -4.43436 -3.12510 -2.48547
F -5.43411 -1.32299 -1.57446
C -4.65558 -0.44422 -3.98619
O -4.90361 -0.88054 -5.06645
F -5.35587 0.65302 -3.58165
C -2.52867 1.11505 -2.77191
C -2.86000 1.79221 -4.08736
C -1.52898 1.86708 -4.95297
C -1.72168 1.96356 -1.91810
N -1.33971 3.20710 -2.18789
S -0.48003 3.81696 -0.95494
N -0.51203 2.50493 0.02154
C -1.19017 1.57668 -0.60801
H 12.34537 -3.43204 -1.58318
H 10.96361 -3.96199 -2.55995
H 10.94665 -4.16770 -0.76307
H 10.83140 -1.52609 -2.38079
H 11.16934 -1.58462 -0.62652
H 8.70428 -2.98916 -1.76567
H 8.98018 -2.37445 -0.08107
H 7.97059 -0.99209 -2.61430
H 9.07096 -0.03635 -1.61715
H 7.26018 0.68596 -0.49623
H 7.45015 -0.81475 0.42246
H 5.59279 -0.31407 -2.02988
H 5.74980 -1.87190 -1.19980
H 4.54763 -1.20727 0.66551
H 5.05603 0.54693 0.52892
H 3.52478 0.46009 -1.63214
H 2.82050 -1.03294 -1.00311
H 2.95643 1.61804 0.59267
H 1.63768 1.26000 -0.53955
H 2.43750 -0.57713 1.84229
H 1.32098 0.79874 2.06703
H 0.62115 -1.10027 -0.18292
H 0.51851 -1.84461 1.47619
H -1.59107 -0.90157 1.66645
H -0.78633 0.66081 1.74440
H -2.56051 -2.77680 -1.28354
H -1.50697 -2.39605 0.02904
H -3.25431 -1.95474 1.57848
H -4.45016 -1.54458 0.34922
H -2.92868 -5.06092 1.67506
H -4.30211 -6.96219 0.60425
H -4.24601 -8.61786 -1.22419
H -2.74947 -8.30808 -3.20339
H -1.31649 -6.31807 -3.30024
H -1.38869 -4.57964 -1.47788
H -3.63476 1.41091 -4.75259
H -3.10580 2.85003 -3.87898
H -1.28133 2.89973 -5.24074
H -0.67811 1.37855 -4.45451
H -1.67844 1.31812 -5.90423
O 3.29289 4.79641 2.77021
S 3.84403 4.67073 1.45352
O 4.66801 3.55643 1.09529
O 4.60801 6.01794 1.08336
C 5.60403 6.50552 2.00478
C 6.91094 5.74993 1.87095
C 2.54844 4.82203 0.26745
H 5.23028 6.46831 3.02565
H 5.76616 7.55359 1.75957
H 6.80382 4.71682 2.20415
H 7.68542 6.22301 2.47474
H 7.23597 5.72183 0.82989
H 1.95813 5.70489 0.50217
H 1.93304 3.92672 0.33622
H 2.98651 4.89929 -0.72510
O 6.47813 7.91805 4.50328
S 5.70281 8.34075 5.63274
O 4.77678 9.42485 5.53340
O 6.68540 8.60879 6.86252
C 7.80046 9.49339 6.66111
C 7.38130 10.95001 6.70680
C 4.87289 6.94347 6.31488
H 8.31119 9.25768 5.72535
H 8.50126 9.29177 7.47056
H 6.75537 11.20565 5.85145
H 8.25761 11.59923 6.69192
H 6.80023 11.15621 7.60627
H 5.59138 6.13838 6.44772
H 4.09672 6.64364 5.61193
H 4.42760 7.22926 7.26472
O -8.26725 3.01176 -0.24116
S -8.28541 1.58015 -0.21349
O -9.42755 0.84279 -0.65811
O -7.89529 1.08789 1.25843
C -8.63121 1.62373 2.36935
C -9.98299 0.95456 2.52682
C -6.85463 0.96347 -1.03551
H -8.73443 2.70643 2.27295
H -8.02737 1.43498 3.25665
H -10.64449 1.20618 1.69752
H -10.46200 1.27623 3.45257
H -9.87713 -0.13082 2.53877
H -5.97821 1.48037 -0.64991
H -6.97277 1.16261 -2.09539
H -6.78895 -0.09771 -0.85968
O -9.33163 -8.63061 -1.17047
S -8.19323 -8.69206 -2.03544
O -6.87952 -8.93211 -1.52056
O -8.16191 -7.38126 -2.94415
C -8.22713 -6.09816 -2.29355
C -6.89046 -5.69789 -1.70406
C -8.51355 -9.84387 -3.33147
H -9.01183 -6.09311 -1.53448
H -8.51695 -5.38015 -3.06037
H -6.62182 -6.34337 -0.86768
H -6.92300 -4.67062 -1.33990
H -6.09688 -5.78604 -2.44778
H -9.48542 -9.62263 -3.76522
H -8.51369 -10.84067 -2.89488
H -7.72624 -9.76175 -4.07696
```

***

3.
ORCA calculation (ωB97M-V with the def2-TZVPD basis set) on a 8-piece molecular cluster, C43H73O21S overall.

Its charge is +1. For the energy, the calculation gives -3660.1948 a.u. The value obtained for the HOMO-LUMO gap is 7.77 eV. The calculation puts the HOMO energy at -12.179 eV. Its spin multiplicity is 1.

```
138
C43H73O21S ωB97M-V with the def2-TZVPD basis set
C -3.90195 -1.13826 -0.79684
C -3.53385 -1.61174 -2.07291
S -3.05560 -0.38239 -3.33331
C -3.62088 -0.84955 -5.03697
C -4.32602 0.42479 -5.70818
C -3.28800 1.45349 -6.31750
C -3.11591 2.79686 -5.49471
C -4.46811 3.51872 -5.08603
C -4.04485 4.93486 -4.44875
C -4.15311 4.93539 -2.86764
C -3.06925 5.79848 -2.11029
C -1.55993 5.38451 -2.35674
C -1.27804 3.83222 -2.42027
C -0.24214 3.43457 -3.57762
C -0.11380 1.83475 -3.50651
C 0.89472 1.38846 -2.33758
H -3.38910 -1.46496 0.15244
H -4.70475 -0.35849 -0.68281
H -3.49764 -2.70803 -2.30785
H -1.66137 -0.46965 -3.36894
H -2.76140 -1.22979 -5.66362
H -4.36463 -1.69409 -4.91333
H -5.03169 0.85072 -4.94515
H -4.95804 0.04639 -6.57238
H -2.27552 0.92869 -6.30877
H -3.47295 1.71316 -7.39978
H -2.56469 2.55148 -4.54451
H -2.50143 3.54471 -6.08240
H -5.17402 3.70444 -5.94175
H -5.00822 2.87112 -4.34093
H -2.97747 5.18535 -4.73127
H -4.72693 5.74497 -4.85552
H -5.16692 5.37066 -2.59600
H -4.14024 3.89406 -2.43905
H -3.20609 6.89294 -2.38036
H -3.25619 5.74827 -0.98115
H -1.15101 5.95080 -3.25139
H -0.97000 5.78922 -1.47261
H -0.76225 3.52091 -1.46130
H -2.18388 3.17479 -2.51853
H 0.77036 3.89618 -3.42823
H -0.63114 3.67938 -4.60751
H 0.13662 1.36908 -4.50151
H -1.13507 1.46342 -3.19896
H 0.31728 1.08198 -1.41944
H 1.51385 2.30153 -2.08107
H 1.51581 0.52951 -2.71031
C -0.00336 0.64386 3.85331
C 0.30180 1.04432 2.42745
C 1.76239 1.23619 2.13995
O 1.72768 2.14588 1.04025
C 0.58242 2.86842 1.16871
O 0.31731 3.83630 0.52064
O -0.22216 2.34546 2.12916
H 0.55601 1.25504 4.56696
H -1.06280 0.79171 4.07466
H 0.25021 -0.40381 4.02317
H -0.15743 0.33556 1.73450
H 2.26151 0.30658 1.86543
H 2.30885 1.70801 2.96234
C 2.56940 -3.90715 3.89790
C 1.47873 -3.81646 2.85766
C 1.90619 -4.22859 1.47987
O 0.98599 -3.50118 0.65915
C 0.63697 -2.39032 1.35727
O 0.02059 -1.46815 0.90035
O 1.07840 -2.45416 2.63689
H 3.50641 -3.47986 3.53175
H 2.29523 -3.34417 4.79241
H 2.75113 -4.94298 4.17648
H 0.59851 -4.37025 3.19206
H 1.81654 -5.30264 1.31591
H 2.92263 -3.91039 1.22629
C 0.30870 -2.63968 8.97302
C -0.42697 -2.83358 7.66599
C -1.67850 -3.65767 7.77403
O -1.80274 -4.18057 6.45168
C -0.54521 -4.25206 5.94260
O -0.25779 -4.80803 4.92527
O 0.34486 -3.61114 6.74495
H 0.39423 -3.57937 9.52400
H 1.32595 -2.28703 8.79188
H -0.20794 -1.91553 9.60507
H -0.62169 -1.86240 7.19890
H -2.55117 -3.06275 8.04393
H -1.58636 -4.49646 8.47003
C 2.93833 -9.73058 4.35475
C 4.07253 -8.85642 4.84018
C 4.00737 -8.51079 6.30153
O 4.73505 -7.28535 6.34799
C 4.59204 -6.70413 5.12601
O 4.91853 -5.58709 4.86442
O 4.02157 -7.56056 4.23959
H 1.97433 -9.37316 4.72579
H 2.88240 -9.71426 3.26446
H 3.07415 -10.76176 4.68577
H 5.03330 -9.30858 4.57332
H 4.47300 -9.26723 6.93380
H 2.98970 -8.32228 6.65675
C 2.17475 4.19785 -6.04954
C 3.65167 4.50508 -6.15830
C 4.31194 4.84886 -4.85212
O 5.41432 5.64465 -5.27796
C 5.04194 6.23163 -6.44945
O 5.64888 7.09780 -6.99269
O 3.87813 5.69589 -6.91396
H 1.66017 4.93342 -5.42685
H 1.70196 4.23350 -7.03349
H 2.01457 3.20816 -5.61686
H 4.16795 3.68479 -6.66820
H 4.65272 3.96690 -4.30860
H 3.68130 5.45504 -4.19433
C 5.78922 -5.41460 -2.46918
C 5.43603 -5.38373 -0.99884
C 6.58529 -5.68297 -0.07772
O 5.91607 -6.18270 1.07802
C 4.75206 -6.73688 0.64533
O 4.03100 -7.40377 1.31962
O 4.52245 -6.43139 -0.66234
H 6.39002 -6.29345 -2.71498
H 4.88556 -5.46998 -3.07962
H 6.35144 -4.52293 -2.75193
H 4.95584 -4.43123 -0.74939
H 7.17272 -4.79648 0.16269
H 7.25164 -6.46379 -0.45606
C -4.17894 6.07788 1.75190
C -5.59842 6.46067 1.39850
C -6.15561 7.59850 2.20704
O -7.55826 7.34972 2.14033
C -7.70887 6.00631 1.98219
O -8.74612 5.42830 2.06582
O -6.51305 5.40954 1.71848
H -4.04099 6.01344 2.83398
H -3.93451 5.09433 1.34479
H -3.46953 6.80803 1.35815
H -5.67682 6.65327 0.32295
H -5.91020 8.57343 1.78506
H -5.84966 7.57421 3.25720
```